Record 1
The following is a DFT calculation (ωB97M-V with the def2-TZVPD basis set) of C20H13LiN2S2Si as an isolated structure.

Structure (ORCA input):
```
! RIJCOSX wB97M-V def2-TZVPD def2/J DEFGRID3
* xyz -2 1
Li 0.087 0.651 -1.432
S -0.486 -1.632 -1.526
C 0.826 -2.187 -2.522
C 0.714 -3.435 -3.148
C 1.710 -3.968 -3.960
C 1.522 -5.252 -4.562
N 1.360 -6.292 -5.034
C 2.885 -3.227 -4.169
C 3.016 -1.985 -3.556
C 2.027 -1.431 -2.734
S 2.312 0.126 -2.018
C 3.943 -3.724 -4.995
N 4.808 -4.114 -5.650
H -0.192 -4.003 -2.989
H 3.920 -1.413 -3.717
C -2.586 4.561 3.122
C -2.146 5.417 2.121
C -1.853 4.922 0.855
C -1.973 3.564 0.540
C -2.404 2.725 1.575
C -2.717 3.207 2.838
Si -1.545 2.833 -1.204
C -3.359 2.549 -1.814
C -3.999 1.331 -1.560
C -5.308 1.090 -1.960
C -6.016 2.061 -2.655
C -5.398 3.271 -2.942
C -4.094 3.505 -2.523
H -2.821 4.942 4.109
H -2.037 6.478 2.324
H -1.526 5.611 0.083
H -2.493 1.659 1.386
H -3.054 2.521 3.608
H -1.312 4.168 -1.899
H -3.450 0.539 -1.061
H -5.767 0.131 -1.745
H -7.033 1.872 -2.980
H -5.935 4.037 -3.492
H -3.631 4.461 -2.745
*
```

Computed properties:
HOMO energy	-1.4	eV

Record 2
The following is a DFT calculation (ωB97M-V with the def2-TZVPD basis set) of a single C20H13NO molecule.

Structure (ORCA input):
```
! RIJCOSX wB97M-V def2-TZVPD def2/J DEFGRID3
* xyz 0 1
O 4.703 2.302 0.782
C 3.659 1.714 0.174
C 2.482 1.399 0.846
C 2.294 1.819 2.186
C 1.079 1.660 2.826
C 0.038 1.023 2.221
C 0.199 0.409 0.964
C 1.412 0.640 0.237
C 1.656 0.117 -1.132
C 2.849 0.659 -1.846
C 3.833 1.357 -1.220
C -1.107 -0.247 0.705
C -1.916 0.173 1.783
C -3.266 -0.108 1.823
C -3.890 -0.834 0.819
C -3.075 -1.305 -0.198
C -3.725 -2.074 -1.201
C -3.028 -2.512 -2.312
C -1.688 -2.277 -2.361
C -1.032 -1.641 -1.366
C -1.686 -1.068 -0.267
N -1.179 0.884 2.725
H 5.464 2.306 0.178
H 3.068 2.350 2.737
H 0.912 2.028 3.840
H 1.782 -0.954 -1.081
H 0.797 0.395 -1.777
H 2.878 0.510 -2.899
H 4.744 1.653 -1.711
H -3.895 0.281 2.640
H -4.971 -0.960 0.835
H -4.784 -2.279 -1.146
H -3.461 -3.106 -3.108
H -1.175 -2.682 -3.227
H 0.025 -1.631 -1.468
*
```

Computed properties:
HOMO energy	-7.1	eV

Record 3
The following is a DFT calculation (ωB97M-V with the def2-TZVPD basis set) of C20H14BrIN5O7S2V as an isolated structure.

Structure (ORCA input):
```
! RIJCOSX wB97M-V def2-TZVPD def2/J DEFGRID3
* xyz 1 2
V -0.193 0.300 0.088
C 2.394 0.881 2.572
C 2.503 -0.296 1.668
N 1.575 -0.701 0.835
C 1.996 -1.773 0.071
C 3.253 -2.195 0.339
S 3.915 -1.250 1.598
C 1.022 -2.276 -0.888
C 1.082 -3.354 -1.702
S -0.392 -3.516 -2.552
C -1.030 -2.137 -1.793
N -0.175 -1.575 -0.954
C -2.427 -1.693 -2.043
H 1.354 1.083 2.816
H 2.796 1.763 2.072
H 2.950 0.715 3.494
H 3.805 -2.996 -0.122
H 1.895 -4.047 -1.835
H -2.881 -2.282 -2.836
H -2.472 -0.639 -2.307
H -3.020 -1.821 -1.136
O 0.781 5.529 -4.164
N -0.388 5.211 -4.149
O -1.277 5.743 -4.774
C -0.769 4.119 -3.233
C -2.099 3.747 -3.159
C -2.458 2.696 -2.338
C -1.506 2.031 -1.557
O -1.734 1.016 -0.733
C -0.195 2.508 -1.636
C 0.218 3.504 -2.485
N 0.705 1.749 -0.795
O 1.843 1.382 -1.207
O 0.519 1.940 0.550
N -3.865 2.277 -2.331
O -4.695 3.125 -2.555
O -4.087 1.091 -2.170
H -2.845 4.257 -3.751
H 1.255 3.801 -2.560
Br -0.275 0.311 5.503
C 0.035 -1.257 4.507
C 0.880 -2.224 5.038
C 1.131 -3.391 4.337
C 0.527 -3.614 3.107
C -0.323 -2.660 2.574
C -0.553 -1.478 3.268
I -1.795 -0.049 2.371
H 1.333 -2.055 6.006
H 1.787 -4.136 4.765
H 0.706 -4.535 2.568
H -0.806 -2.831 1.621
*
```

Computed properties:
HOMO energy (spin up / spin down)	-12.0 / -11.8	eV

Record 4
The following is a DFT calculation (ωB97M-V with the def2-TZVPD basis set) of C20H14BrIrN3O4Te as an isolated structure.

Structure (ORCA input):
```
! RIJCOSX wB97M-V def2-TZVPD def2/J DEFGRID3
* xyz 0 6
Ir 0.026 0.067 -0.328
O -2.658 -1.839 3.999
C -3.478 -2.173 2.994
C -4.703 -2.759 3.321
C -5.596 -3.123 2.337
C -5.281 -2.923 0.997
C -4.085 -2.337 0.656
C -3.169 -1.943 1.637
C -1.950 -1.263 1.225
O -1.780 -0.938 -0.018
N -1.033 -0.935 2.127
N -0.021 -0.257 1.595
C 1.102 0.022 2.283
C 2.124 0.620 1.550
C 3.406 0.950 2.055
C 4.310 1.591 1.259
C 3.939 1.940 -0.057
C 2.700 1.568 -0.524
N 1.819 0.890 0.216
H -1.851 -1.433 3.620
H -4.927 -2.905 4.367
H -6.542 -3.571 2.611
H -5.979 -3.220 0.232
H -3.830 -2.162 -0.379
H 1.167 -0.241 3.328
H 3.635 0.691 3.077
H 5.295 1.833 1.624
H 4.623 2.476 -0.695
H 2.399 1.802 -1.538
Te -1.470 2.491 -0.565
Br -1.252 1.531 -8.476
C -0.464 0.554 -7.042
C 0.352 -0.531 -7.323
C 0.927 -1.233 -6.274
C 0.696 -0.846 -4.965
C -0.118 0.249 -4.701
C -0.709 0.954 -5.741
C -0.364 0.687 -3.283
O -1.105 1.659 -3.093
O 0.236 0.019 -2.396
H 0.534 -0.822 -8.348
H 1.561 -2.083 -6.481
H 1.137 -1.383 -4.140
H -1.344 1.798 -5.516
*
```

Computed properties:
HOMO energy (spin up / spin down)	-6.4 / -8.2	eV

Record 5
The following is a DFT calculation (ωB97M-V with the def2-TZVPD basis set) of C20H14N3O4RhS as an isolated structure.

Structure (ORCA input):
```
! RIJCOSX wB97M-V def2-TZVPD def2/J DEFGRID3
* xyz 0 1
Rh 0.091 -0.658 -1.022
O -4.215 2.086 0.648
C -3.280 3.039 0.507
C -3.613 4.324 0.936
C -2.721 5.363 0.787
C -1.469 5.155 0.206
C -1.116 3.883 -0.183
C -2.001 2.808 -0.033
C -1.529 1.465 -0.389
O -0.281 1.300 -0.617
N -2.446 0.478 -0.468
N -1.835 -0.683 -0.792
C -2.446 -1.780 -1.043
C -1.567 -2.914 -1.398
C -2.019 -4.195 -1.635
C -1.096 -5.197 -1.917
C 0.250 -4.889 -1.958
C 0.639 -3.578 -1.723
N -0.246 -2.626 -1.462
H -3.860 1.249 0.279
H -4.587 4.477 1.384
H -2.996 6.352 1.133
H -0.780 5.978 0.074
H -0.144 3.683 -0.612
H -3.527 -1.845 -0.993
H -3.080 -4.396 -1.590
H -1.428 -6.211 -2.096
H 0.995 -5.643 -2.166
H 1.675 -3.264 -1.751
O 4.184 -0.552 -1.762
C 3.195 -0.530 -1.057
O 1.994 -0.652 -1.536
C 3.332 -0.344 0.432
C 4.593 0.041 0.888
C 4.861 0.204 2.233
C 3.849 -0.023 3.157
C 2.592 -0.399 2.723
C 2.320 -0.573 1.361
S 0.675 -1.164 1.093
H 5.359 0.199 0.142
H 5.848 0.503 2.560
H 4.033 0.100 4.217
H 1.799 -0.571 3.441
*
```

Computed properties:
HOMO energy	-8.0	eV

Record 6
The following is a DFT calculation (ωB97M-V with the def2-TZVPD basis set) of C20H14N3O7Pt as an isolated structure.

Structure (ORCA input):
```
! RIJCOSX wB97M-V def2-TZVPD def2/J DEFGRID3
* xyz 1 1
Pt 1.295 0.087 -0.264
O -0.812 -0.364 3.774
C 0.200 -0.515 2.927
O 1.254 0.046 2.966
C -0.084 -1.610 1.926
C -0.850 -2.714 2.288
C -0.894 -3.812 1.453
C -0.118 -3.806 0.300
C 0.592 -2.666 -0.007
N 0.556 -1.558 0.761
C 1.538 -2.538 -1.148
O 1.836 -3.549 -1.919
O 2.103 -1.465 -1.357
H -0.596 0.340 4.408
H -1.387 -2.689 3.225
H -1.487 -4.679 1.709
H -0.097 -4.682 -0.334
H 1.392 -4.370 -1.668
N 4.031 5.491 -4.431
C 3.601 4.644 -3.788
C 3.060 3.581 -2.986
C 1.696 3.521 -2.725
C 1.217 2.487 -1.951
N 2.025 1.539 -1.458
C 3.340 1.595 -1.704
C 3.897 2.601 -2.464
H 1.020 4.269 -3.110
H 0.170 2.409 -1.701
H 3.946 0.810 -1.274
H 4.962 2.621 -2.642
O -3.099 1.452 2.674
C -2.937 0.650 1.620
C -3.889 -0.355 1.420
C -3.831 -1.156 0.300
C -2.833 -0.966 -0.658
C -1.866 -0.006 -0.437
C -1.854 0.773 0.724
C -0.784 1.767 1.063
O -1.066 2.738 1.753
O 0.455 1.612 0.660
H -2.472 2.204 2.560
H -4.689 -0.449 2.142
H -4.596 -1.906 0.142
H -2.836 -1.539 -1.576
H -1.106 0.155 -1.193
*
```

Computed properties:
HOMO energy	-11.3	eV

Number 1: electronic energy -53687.171 eV. Number 2: electronic energy -24487.229 eV. Number 3: electronic energy -168238.906 eV. Number 4: electronic energy -113800.193 eV. Number 5: electronic energy -47471.678 eV. Number 6: electronic energy -43011.753 eV.